# C32H45FINO11

A cluster of 8 separate species, C32H45FINO11 in total in a non-equilibrium geometry (ωB97M-V with the def2-TZVPD basis set, OMol25).

Cartesian coordinates (Å):
C1 -0.141541 -2.855089 3.275097
C2 -0.260393 -3.686057 2.090810
C3 -1.680428 -4.015885 1.444928
C4 -2.082250 -3.096705 0.201859
C5 -2.994418 -3.772621 -0.888590
C6 -3.505792 -2.989839 -2.135019
C7 -3.071129 -1.513790 -2.259180
C8 -2.162933 -0.807016 -1.207476
C9 -1.668569 -1.595227 0.023096
F1 -0.881542 -0.929205 0.987795
C10 -1.839549 0.750466 -1.485013
O1 -0.700890 1.236768 -1.302878
C11 -3.096366 1.587076 -2.058441
C12 -3.428911 3.040052 -1.653970
C13 -2.515032 3.879000 -0.645910
N1 -3.231905 4.146479 0.648431
C14 -4.716233 3.704785 -2.266879
C15 -5.673536 2.999230 -3.251926
I1 -7.489727 3.881944 -4.075574
C16 -5.308701 1.543180 -3.688019
O2 -6.143257 0.797384 -4.596981
C17 -6.802218 -0.271714 -3.886523
O3 -6.570677 -1.457583 -4.250837
C18 -7.763244 -0.069997 -2.641873
C19 -7.423412 -0.600376 -1.201573
C20 -8.392743 -0.435178 -0.008908
C21 -9.784222 0.260887 -0.174872
C22 -10.110882 0.811668 -1.604247
C23 -9.132903 0.643483 -2.799754
C24 -4.043355 0.869499 -3.096342
C25 -3.600719 -0.631205 -3.503301
O4 -3.628779 -1.054015 -4.679040
H1 0.792681 -2.203751 3.410388
H2 -0.970152 -2.918976 4.066648
H3 0.694714 -4.094196 1.624724
H4 -1.609387 -5.099062 1.040436
H5 -2.553868 -4.015888 2.179957
H6 -3.354545 -4.859420 -0.791603
H7 -4.185235 -3.407939 -2.944603
H8 -2.364794 4.914771 -1.148779
H9 -1.461560 3.455122 -0.505709
H10 -2.710886 4.897504 1.134269
H11 -4.130891 4.585442 0.369529
H12 -4.967787 4.779840 -1.954103
H13 -6.433390 -1.130344 -1.015723
H14 -8.062345 -0.845503 1.012377
H15 -10.516905 0.358863 0.705420
H16 -11.112968 1.348234 -1.716897
H17 -9.456416 1.065148 -3.810914
C26 2.347390 0.845192 0.036139
O5 2.378160 -0.175692 -0.949058
H18 3.260415 0.791871 0.629523
H19 2.288462 1.822086 -0.450514
H20 1.483060 0.699047 0.688762
H21 1.559096 -0.103947 -1.457387
C27 2.110794 -5.807516 4.967263
O6 2.272927 -5.371126 3.626418
H22 1.057387 -5.729366 5.237397
H23 2.430962 -6.848755 5.057611
H24 2.702939 -5.176288 5.634717
H25 3.211773 -5.452086 3.415370
C28 5.528129 2.543591 -0.083728
O7 5.381281 2.671120 1.324581
H26 5.423971 3.528204 -0.540756
H27 6.516532 2.140697 -0.314033
H28 4.754337 1.879817 -0.474376
H29 5.478013 1.785285 1.702428
C29 5.976882 1.530311 4.921088
O8 5.948905 0.495220 3.947756
H30 5.016838 1.557605 5.436441
H31 6.770629 1.331245 5.645189
H32 6.151026 2.490180 4.429886
H33 6.809013 0.494718 3.508738
C30 6.159323 0.448766 -3.726435
O9 6.928354 1.015298 -2.674849
H34 5.459490 1.199670 -4.094884
H35 6.820139 0.140201 -4.538717
H36 5.601364 -0.412457 -3.350710
H37 7.537466 0.331984 -2.367900
C31 7.595199 -2.845581 -5.931985
O10 7.808758 -2.172280 -4.699977
H38 7.728577 -2.135518 -6.748431
H39 8.318118 -3.658341 -6.038300
H40 6.578235 -3.244636 -5.962712
H41 7.684945 -2.821170 -3.995751
C32 4.949725 4.010092 8.100051
O11 5.881590 4.060097 7.030005
H42 4.562683 2.994114 8.182107
H43 5.445969 4.284230 9.034554
H44 4.122899 4.696737 7.901546
H45 6.208238 4.967137 6.978630

Forces on atoms 1 to 3 (eV/Å):
-0.28 -2.43 -2.93
-0.39 2.38 3.06
0.74 -1.00 -0.31

Results
- electronic energy (eV) = -68725.8446
- SMILES = C=CCc1ccc2c(c1F)C(=O)c1c(CN)cc(I)c(OC(=O)c3ccccc3)c1C2=O.CO.CO.CO.CO.CO.CO.CO
- HOMO level (eV) = -8.7129
- gap between HOMO and LUMO (hartree) = 0.272
- E_LUMO (eV) = -1.30